(A)
The following is a DFT calculation (wB97M-V/def2-TZVPD) of a 2-piece molecular cluster, H2N3O2S overall.

```
8
H2N3O2S wB97M-V/def2-TZVPD
N 0.8921 0.5934 -1.9974
N -0.7870 -0.5012 0.7473
N 0.0043 -0.1927 1.6967
O -0.0669 -1.2852 2.7092
O 0.1902 1.0112 -1.0573
S 1.8166 1.5751 -2.9055
H -0.6379 0.0825 -0.0634
H -1.4112 -1.2830 0.8704
```

Charge: -1
E_HOMO (hartree): -0.128
E_LUMO (eV): 3.68
Multiplicity: 1

Atomic partial charges in e from the natural (NBO) method, atoms 1 to 5: N -0.1692; N -0.4884; N 0.2301; O -0.6259; O -0.5438

(B)
The following is a DFT calculation (wB97M-V/def2-TZVPD) of a 2-piece molecular cluster, H2N3O2S overall.

```
8
H2N3O2S wB97M-V/def2-TZVPD
N 0.8633 -0.6830 -0.7749
N 0.4446 -0.3346 -1.9651
N -0.7844 0.5001 1.4771
O 0.0550 0.8501 2.3283
O 0.0677 0.8737 -2.0268
S -2.3715 0.6524 1.6651
H 0.6078 -0.2205 0.0436
H 1.1175 -1.6382 -0.7473
```

Charge: -1
E_HOMO (hartree): -0.109
E_LUMO (eV): 4.13
Multiplicity: 1

Atomic partial charges in e from the natural (NBO) method, atoms 1 to 5: N -0.5641; N 0.1923; N -0.2332; O -0.5089; O -0.4353

We find (B) to be the most stable, with the next structure 90.3 kJ/mol higher.

(A)
The following is a DFT calculation (wB97M-V/def2-TZVPD) of H2N3O2S as an isolated structure.

```
8
H2N3O2S wB97M-V/def2-TZVPD
N 2.9809 -0.5193 -0.1661
N -1.2594 0.5723 -0.4830
N -2.3266 -0.7647 0.0580
O -3.0875 -0.3947 0.9065
O 1.8569 -0.8918 -0.5075
S 3.3195 0.8582 0.5749
H -0.4270 0.0458 -0.7436
H -1.0569 1.0943 0.3608
```

Charge: -1
E_HOMO (hartree): -0.097
E_LUMO (eV): 2.54
Multiplicity: 1

Atomic partial charges in e from the natural (NBO) method, atoms 1 to 5: N -0.1961; N -0.7654; N 0.3062; O -0.2792; O -0.5185

(B)
The following is a DFT calculation (wB97M-V/def2-TZVPD) of a 2-piece molecular cluster, H2N3O2S overall.

```
8
H2N3O2S wB97M-V/def2-TZVPD
N 0.0854 0.3029 0.2243
N -1.1548 0.8325 -0.2362
N -2.2383 0.2591 0.0532
O -1.1610 1.9247 -0.8212
O -3.8247 1.2415 -0.3461
S -2.3062 -0.9969 1.0572
H -0.2697 -0.5003 0.6028
H 0.3581 0.7765 1.1248
```

Charge: -1
E_HOMO (alpha / beta) (hartree): -0.131 / -0.131
E_LUMO (alpha / beta) (eV): 3.94 / 3.94
Multiplicity: 1

Atomic partial charges in e from the natural (NBO) method, atoms 1 to 5: N -0.6552; N 0.3805; N -0.1595; O -0.4875; O -0.5327

We find (A) to be the most stable, with the next structure 252.8 kJ/mol higher.

(A)
The following is a DFT calculation (wB97M-V/def2-TZVPD) of a 5-piece molecular cluster, C4H18O4 overall.

```
26
C4H18O4 wB97M-V/def2-TZVPD
C -1.5042 1.2517 -0.8253
C 0.0535 1.1176 -0.4907
C 0.6355 -0.2498 -1.0230
C 2.1167 -0.0182 -1.0523
H -1.6844 1.8244 -1.7320
H -1.8336 1.6381 0.1410
H -1.7815 0.2099 -0.7563
H 0.2170 1.2304 0.5151
H 0.3334 1.8959 -1.1836
H 0.2838 -1.0187 -0.3440
H 0.2282 -0.4726 -2.1208
H 2.7973 -0.8382 -0.5528
H 2.4375 0.9312 -0.6479
H 2.4944 0.2028 -1.9424
O 1.9734 -0.5657 2.0964
H 2.5888 0.0379 1.5281
H 1.5574 -1.1151 1.4388
O -1.5859 -1.0926 -2.8399
H -1.1861 -0.3000 -3.2033
H -2.5597 -1.0296 -2.7098
O -0.5864 -1.8659 1.9518
H -1.2104 -2.3307 2.5989
H -0.1979 -1.1671 2.4765
O -1.2085 0.4445 3.1513
H -0.4008 0.6709 2.8895
H -1.9776 0.6089 2.6366
```

E_HOMO (hartree): -0.388
E_LUMO (eV): 0.64
Structure (SMILES): CCCC.O.O.O.O
Multiplicity: 1

Atomic partial charges in e from the natural (NBO) method, atoms 1 to 5: C -0.6401; C -0.3795; C -0.4202; C -0.6238; H 0.2056

(B)
The following is a DFT calculation (wB97M-V/def2-TZVPD) of a 5-piece molecular cluster, C4H18O4 overall.

```
26
C4H18O4 wB97M-V/def2-TZVPD
C -0.8098 0.2713 -1.8505
C -1.1620 -1.1996 -2.0498
C -1.6988 -1.8359 -0.7683
C -1.2349 -3.3206 -0.5975
H 0.1127 0.3556 -1.2657
H -1.5548 0.7583 -1.2213
H -0.6910 0.8404 -2.7731
H -0.3419 -1.7052 -2.5670
H -1.9433 -1.3184 -2.8147
H -2.7810 -1.7332 -0.7429
H -1.2889 -1.4010 0.1437
H -1.7499 -3.9772 -1.2935
H -1.2293 -3.5269 0.4695
H -0.1793 -3.3632 -0.8457
O 0.2910 2.9947 1.6128
H 0.9989 2.4156 1.8999
H 0.5400 3.2580 0.7223
O 1.9245 0.8262 1.4024
H 1.6057 -0.0075 1.7521
H 2.6725 0.6561 0.8008
O -2.0296 1.4896 2.1660
H -1.0921 1.5466 1.9534
H -2.5223 2.2835 1.9818
O 3.7604 -0.0428 -0.4900
H 4.1017 -0.9342 -0.5339
H 3.8772 0.4522 -1.3024
```

E_HOMO (hartree): -0.386
E_LUMO (eV): 0.14
Structure (SMILES): CCCC.O.O.O.O
Multiplicity: 1

Atomic partial charges in e from the natural (NBO) method, atoms 1 to 5: C -0.6070; C -0.4050; C -0.3928; C -0.6038; H 0.2013

We find (B) to be the most stable, with the next structure 228.1 kJ/mol higher.

(A)
The following is a DFT calculation (wB97M-V/def2-TZVPD) of one molecule with the formula C7H4.

```
11
C7H4 wB97M-V/def2-TZVPD
C -2.2659 -0.2293 -1.4673
C -1.3830 -0.0374 -0.6522
C -0.2181 -0.0723 0.3349
C 0.7339 -1.1381 -0.0744
C 1.5639 -1.9359 -0.0845
C 0.3915 1.1763 0.8561
C 1.1454 2.1828 0.8941
H -2.9774 0.2294 -2.3425
H -0.7578 -0.1390 1.1991
H 2.0839 -3.0527 -0.0035
H 1.6836 3.0160 1.3404
```

E_HOMO (hartree): -0.369
E_LUMO (eV): 0.85
Structure (SMILES): C#CC(C#C)C#C
Multiplicity: 1

Atomic partial charges in e from the natural (NBO) method, atoms 1 to 5: C -0.2508; C 0.0034; C -0.4281; C -0.0225; C -0.1892

(B)
The following is a DFT calculation (wB97M-V/def2-TZVPD) of one molecule with the formula C7H4.

```
11
C7H4 wB97M-V/def2-TZVPD
C -0.5797 -0.5797 -1.3508
C 0.3026 0.3533 -0.9654
C -1.0767 -1.4171 0.7625
C -0.1478 -0.4484 1.2888
C -1.2250 -1.3985 -0.5810
C 0.5220 0.3275 0.4233
C 1.0713 1.5788 -1.1462
H -1.5755 -2.0891 1.4394
H -0.0040 -0.4159 2.3523
H 2.1443 1.5598 -1.0945
H 0.5685 2.5293 -1.1283
```

E_HOMO (alpha / beta) (hartree): -0.323 / -0.323
E_LUMO (alpha / beta) (eV): -0.67 / -0.68
Multiplicity: 1

Atomic partial charges in e from the natural (NBO) method, atoms 1 to 5: C 0.0675; C -0.2542; C -0.2401; C -0.3035; C -0.0367

We find (B) to be the most stable, with the next structure 58.2 kJ/mol higher.